(1)
# C37H90N6O15Sr2

A structure of composition C37H90N6O15Sr2 at a distorted geometry (ωB97M-V/def2-TZVPD, OMol25).

Each line ends with the Löwdin charge.
Cartesian coordinates (Å):
Sr (13.95, -24.29, -10.21)  1.57
Sr (14.45, -28.04, -3.28)  1.56
C (12.15, -25.25, -6.16)  -1.26
O (11.58, -24.62, -7.04)  -0.11
O (11.87, -25.44, -5.03)  -0.07
O (13.12, -25.91, -6.57)  -0.20
C (4.91, -26.27, -3.42)  -0.11
O (5.82, -25.18, -3.75)  -0.19
C (6.74, -24.91, -2.64)  -0.18
C (7.00, -23.38, -2.47)  -0.20
N (7.40, -22.74, -3.72)  -0.06
C (7.92, -21.40, -3.74)  -0.21
C (6.95, -20.30, -3.27)  -0.21
O (5.68, -20.54, -3.95)  -0.20
C (4.63, -19.61, -3.57)  -0.10
H (4.76, -26.85, -4.34)  0.08
H (3.93, -25.94, -3.08)  0.08
H (5.23, -27.05, -2.73)  0.07
H (7.65, -25.46, -2.85)  0.11
H (6.21, -25.16, -1.72)  0.11
H (7.74, -23.26, -1.68)  0.11
H (6.06, -22.95, -2.12)  0.12
H (8.15, -23.33, -4.05)  0.11
H (8.33, -21.09, -4.71)  0.12
H (8.76, -21.36, -3.05)  0.10
H (7.32, -19.31, -3.51)  0.11
H (6.77, -20.23, -2.20)  0.11
H (3.78, -20.21, -3.88)  0.09
H (4.81, -18.65, -4.04)  0.08
H (4.39, -19.42, -2.52)  0.08
C (10.91, -24.69, -13.39)  -0.10
O (11.59, -23.55, -12.86)  -0.24
C (11.72, -22.57, -13.92)  -0.19
C (12.51, -21.34, -13.43)  -0.16
N (13.84, -21.74, -12.85)  -0.08
C (14.65, -20.66, -12.36)  -0.19
C (13.95, -20.01, -11.07)  -0.21
O (13.72, -20.85, -9.98)  -0.24
C (13.19, -20.18, -8.87)  -0.09
H (10.43, -25.22, -12.57)  0.09
H (11.66, -25.37, -13.80)  0.09
H (10.04, -24.51, -14.02)  0.10
H (10.73, -22.36, -14.33)  0.13
H (12.28, -23.06, -14.72)  0.12
H (11.84, -21.04, -12.62)  0.12
H (12.60, -20.57, -14.20)  0.13
H (14.33, -21.74, -13.73)  0.10
H (14.76, -19.89, -13.13)  0.12
H (15.66, -20.94, -12.07)  0.12
H (13.00, -19.59, -11.41)  0.11
H (14.54, -19.17, -10.71)  0.12
H (13.88, -19.43, -8.49)  0.10
H (13.03, -20.93, -8.09)  0.10
H (12.21, -19.76, -9.11)  0.10
C (16.12, -30.77, -5.75)  -0.13
O (16.73, -29.62, -5.24)  -0.22
C (18.17, -29.78, -5.31)  -0.17
C (18.99, -28.79, -4.43)  -0.18
N (18.32, -28.10, -3.32)  -0.09
C (19.04, -26.95, -2.92)  -0.21
C (18.07, -26.07, -2.01)  -0.17
O (16.81, -25.94, -2.68)  -0.24
C (16.31, -24.62, -2.50)  -0.12
H (16.56, -31.77, -5.70)  0.10
H (15.84, -30.62, -6.79)  0.09
H (15.14, -30.96, -5.29)  0.07
H (18.42, -29.69, -6.36)  0.12
H (18.51, -30.81, -5.26)  0.11
H (19.55, -28.14, -5.10)  0.11
H (19.87, -29.31, -4.07)  0.12
H (18.38, -28.81, -2.61)  0.12
H (19.34, -26.33, -3.77)  0.13
H (19.91, -27.27, -2.36)  0.13
H (18.69, -25.18, -1.83)  0.13
H (17.95, -26.62, -1.07)  0.12
H (16.06, -24.26, -1.51)  0.09
H (15.35, -24.45, -2.98)  0.09
H (16.98, -23.79, -2.69)  0.09
C (10.98, -30.41, -3.34)  -0.11
O (12.10, -30.45, -2.54)  -0.24
C (12.23, -31.55, -1.70)  -0.22
C (13.68, -31.72, -1.22)  -0.18
N (14.39, -30.54, -0.65)  -0.07
C (13.85, -30.34, 0.67)  -0.22
C (12.64, -29.36, 0.76)  -0.22
O (13.06, -28.20, 0.06)  -0.21
C (12.06, -27.19, 0.46)  -0.07
H (11.15, -29.56, -4.00)  0.09
H (10.05, -30.17, -2.83)  0.11
H (10.93, -31.26, -4.01)  0.10
H (11.87, -32.47, -2.17)  0.13
H (11.43, -31.45, -0.97)  0.12
H (14.32, -31.99, -2.06)  0.11
H (13.79, -32.58, -0.56)  0.12
H (15.26, -31.01, -0.44)  0.10
H (14.66, -29.90, 1.25)  0.12
H (13.67, -31.26, 1.23)  0.13
H (12.72, -29.26, 1.84)  0.13
H (11.69, -29.83, 0.49)  0.12
H (12.29, -26.28, -0.09)  0.09
H (12.02, -27.04, 1.54)  0.09
H (11.04, -27.54, 0.29)  0.09
C (2.43, -25.22, -8.58)  -0.13
O (3.78, -24.77, -8.51)  -0.16
C (4.56, -25.24, -9.68)  -0.22
C (5.98, -25.27, -9.26)  -0.19
N (6.37, -23.82, -9.08)  -0.03
C (6.17, -22.89, -10.24)  -0.22
C (6.78, -21.53, -10.04)  -0.24
O (6.08, -20.82, -8.99)  -0.16
C (6.40, -19.42, -8.96)  -0.11
H (1.82, -24.73, -9.34)  0.09
H (1.94, -25.14, -7.61)  0.08
H (2.39, -26.30, -8.70)  0.07
H (4.48, -24.74, -10.64)  0.11
H (4.25, -26.26, -9.92)  0.11
H (6.57, -25.74, -10.05)  0.10
H (6.16, -25.83, -8.35)  0.12
H (7.33, -23.77, -8.78)  0.10
H (5.15, -22.67, -10.54)  0.12
H (6.64, -23.24, -11.16)  0.10
H (6.72, -20.98, -10.99)  0.12
H (7.83, -21.74, -9.85)  0.11
H (5.97, -18.83, -8.15)  0.08
H (6.14, -18.92, -9.90)  0.08
H (7.46, -19.18, -8.82)  0.07
C (17.81, -23.28, -8.37)  -0.08
O (17.16, -24.39, -9.04)  -0.22
C (18.17, -25.37, -9.22)  -0.22
C (17.60, -26.61, -10.00)  -0.17
N (17.10, -26.14, -11.28)  -0.08
C (16.55, -27.17, -12.11)  -0.22
C (15.62, -28.14, -11.41)  -0.28
O (14.51, -27.44, -11.02)  -0.23
C (13.57, -28.23, -10.31)  -0.06
H (17.24, -22.35, -8.32)  0.09
H (18.70, -22.97, -8.92)  0.09
H (18.13, -23.45, -7.34)  0.09
H (18.45, -25.73, -8.23)  0.12
H (19.14, -24.99, -9.57)  0.12
H (16.86, -27.18, -9.44)  0.12
H (18.50, -27.21, -10.16)  0.12
H (17.84, -25.73, -11.82)  0.12
H (17.39, -27.80, -12.42)  0.13
H (16.05, -26.83, -13.01)  0.13
H (16.11, -28.76, -10.66)  0.13
H (15.44, -28.81, -12.26)  0.13
H (14.02, -28.81, -9.51)  0.09
H (13.13, -28.90, -11.04)  0.10
H (12.80, -27.62, -9.83)  0.09

Calculated values
HOMO-LUMO gap	3.41	eV
charge	+2
lowest unoccupied orbital energy	-4.9	eV
energy relative to the best compared isomer or geometry (same formula, charge and spin)	1635.1	kJ/mol
highest occupied orbital energy	-0.306	Ha


(2)
# C37H91BN17O32

A structure of composition C37H91BN17O32 at a distorted geometry (ωB97M-V/def2-TZVPD, OMol25).

Each line ends with the Löwdin charge.
Cartesian coordinates (Å):
C (0.61, -1.69, 4.13)  -0.04
C (1.83, -1.16, 4.13)  -0.23
C (3.08, -1.88, 3.79)  -0.20
B (3.42, -1.85, 2.13)  -0.55
C (2.46, -2.97, 1.37)  -0.13
C (1.46, -2.22, 0.56)  -0.28
N (1.30, -2.41, -0.70)  0.08
C (5.05, -2.13, 2.01)  -0.18
C (5.55, -2.64, 0.65)  -0.25
C (4.92, -1.93, -0.53)  -0.21
C (5.26, -0.42, -0.65)  -0.17
C (3.97, 0.42, -0.81)  -0.19
C (3.69, 0.85, -2.26)  -0.19
C (2.21, 0.72, -2.65)  -0.21
C (1.31, 1.82, -2.07)  -0.18
C (0.75, 1.59, -0.65)  -0.17
C (-0.79, 1.61, -0.61)  -0.19
C (-1.41, 0.21, -0.64)  -0.19
C (-1.60, -0.33, -2.06)  -0.21
C (-1.70, -1.85, -2.17)  -0.20
C (-2.85, -2.46, -1.34)  -0.20
C (-2.40, -3.57, -0.36)  -0.25
C (-3.29, -4.80, -0.41)  -0.12
H (0.44, -2.76, 4.20)  0.04
H (-0.26, -1.04, 4.08)  0.01
H (1.95, -0.11, 4.42)  0.09
H (3.00, -2.94, 4.05)  0.06
H (3.96, -1.46, 4.29)  0.07
H (3.15, -0.70, 1.77)  0.10
H (2.98, -3.66, 0.71)  0.09
H (1.88, -3.58, 2.08)  0.08
H (0.88, -1.46, 1.09)  0.10
H (0.60, -1.75, -1.05)  -0.02
H (5.54, -1.17, 2.23)  0.08
H (5.37, -2.81, 2.81)  0.08
H (6.65, -2.55, 0.61)  0.10
H (5.33, -3.71, 0.59)  0.10
H (3.84, -2.05, -0.56)  0.07
H (5.30, -2.42, -1.44)  0.10
H (5.83, -0.28, -1.57)  0.09
H (5.87, -0.06, 0.17)  0.10
H (3.10, -0.14, -0.45)  0.06
H (4.08, 1.31, -0.19)  0.11
H (4.29, 0.30, -2.98)  0.08
H (3.95, 1.91, -2.39)  0.08
H (1.80, -0.25, -2.37)  0.09
H (2.13, 0.80, -3.74)  0.08
H (0.44, 1.92, -2.74)  0.08
H (1.83, 2.78, -2.13)  0.09
H (1.13, 2.39, -0.01)  0.08
H (1.11, 0.66, -0.20)  0.09
H (-1.06, 2.06, 0.35)  0.09
H (-1.17, 2.23, -1.42)  0.09
H (-2.39, 0.24, -0.15)  0.10
H (-0.79, -0.44, -0.01)  0.10
H (-0.83, 0.02, -2.75)  0.10
H (-2.55, 0.08, -2.44)  0.09
H (-1.90, -2.09, -3.22)  0.10
H (-0.76, -2.35, -1.92)  0.07
H (-3.40, -1.70, -0.79)  0.10
H (-3.57, -2.93, -2.02)  0.10
H (-1.37, -3.88, -0.57)  0.10
H (-2.39, -3.16, 0.66)  0.11
H (-3.06, -5.50, 0.40)  0.05
H (-4.34, -4.50, -0.34)  0.07
H (-3.15, -5.34, -1.35)  0.07
C (1.48, -5.57, 6.02)  0.04
N (2.19, -5.41, 4.73)  -0.44
O (1.55, -5.56, 3.71)  0.07
O (3.37, -5.13, 4.79)  0.05
H (0.44, -5.82, 5.82)  0.10
H (1.97, -6.37, 6.56)  0.08
H (1.56, -4.64, 6.56)  0.09
C (4.20, -6.30, 10.17)  0.05
N (2.97, -6.36, 9.34)  -0.44
O (2.72, -5.41, 8.64)  0.06
O (2.30, -7.37, 9.42)  0.06
H (4.69, -5.35, 9.99)  0.09
H (3.90, -6.40, 11.21)  0.10
H (4.84, -7.13, 9.87)  0.10
C (-2.97, 1.58, -6.09)  0.05
N (-3.38, 1.62, -4.66)  -0.42
O (-4.42, 1.08, -4.35)  0.06
O (-2.63, 2.19, -3.90)  0.06
H (-3.73, 1.04, -6.65)  0.09
H (-2.88, 2.60, -6.43)  0.10
H (-2.01, 1.07, -6.14)  0.07
C (4.62, -1.96, 7.10)  0.05
N (4.50, -2.08, 8.58)  -0.45
O (5.48, -1.84, 9.26)  0.04
O (3.42, -2.42, 9.03)  0.05
H (5.64, -1.65, 6.88)  0.09
H (4.41, -2.93, 6.65)  0.10
H (3.91, -1.22, 6.76)  0.10
C (-1.91, 3.03, 3.68)  0.05
N (-1.86, 1.63, 3.18)  -0.44
O (-0.77, 1.12, 3.10)  0.07
O (-2.92, 1.11, 2.87)  0.04
H (-0.89, 3.35, 3.90)  0.06
H (-2.34, 3.63, 2.88)  0.06
H (-2.54, 3.06, 4.56)  0.11
C (2.24, 4.40, 2.07)  0.06
N (1.13, 4.94, 2.90)  -0.44
O (0.52, 5.91, 2.49)  0.07
O (0.89, 4.36, 3.94)  0.04
H (2.33, 5.00, 1.18)  0.10
H (3.14, 4.44, 2.68)  0.10
H (1.99, 3.37, 1.83)  0.09
C (4.29, 3.31, -5.33)  0.06
N (4.59, 4.15, -4.14)  -0.44
O (5.64, 4.75, -4.11)  0.06
O (3.77, 4.15, -3.24)  0.04
H (5.12, 3.37, -6.02)  0.10
H (4.15, 2.29, -4.97)  0.06
H (3.37, 3.68, -5.78)  0.10
C (2.63, 7.30, -4.05)  0.05
N (2.19, 7.33, -5.47)  -0.44
O (2.82, 6.68, -6.28)  0.06
O (1.22, 8.01, -5.74)  0.05
H (3.50, 6.66, -3.97)  0.07
H (2.86, 8.32, -3.75)  0.10
H (1.81, 6.90, -3.45)  0.07
C (-5.00, 5.00, 1.06)  0.06
N (-4.13, 5.97, 1.79)  -0.43
O (-3.16, 5.55, 2.36)  0.06
O (-4.47, 7.14, 1.75)  0.05
H (-4.58, 4.01, 1.18)  0.10
H (-5.99, 5.06, 1.50)  0.10
H (-5.02, 5.29, 0.02)  0.08
C (-1.92, 4.94, -3.13)  0.04
N (-1.07, 6.09, -2.72)  -0.34
O (0.13, 5.90, -2.67)  0.07
O (-1.63, 7.12, -2.46)  0.12
H (-1.28, 4.09, -3.32)  0.08
H (-2.60, 4.73, -2.31)  0.10
H (-2.46, 5.24, -4.02)  0.12
C (2.71, -1.73, -5.12)  0.05
N (3.79, -0.74, -5.38)  -0.44
O (3.43, 0.37, -5.72)  0.02
O (4.93, -1.09, -5.21)  0.08
H (1.77, -1.24, -5.33)  0.09
H (2.88, -2.58, -5.77)  0.10
H (2.78, -2.02, -4.07)  0.11
C (-0.80, -0.37, -9.89)  0.05
N (-1.22, -0.33, -8.46)  -0.44
O (-2.27, -0.86, -8.16)  0.07
O (-0.48, 0.24, -7.69)  0.06
H (-1.56, -0.91, -10.45)  0.09
H (-0.71, 0.65, -10.23)  0.10
H (0.16, -0.88, -9.93)  0.10
C (-3.70, -7.28, 2.76)  0.04
N (-4.12, -8.61, 3.29)  -0.45
O (-4.81, -8.62, 4.29)  0.05
O (-3.75, -9.59, 2.69)  0.06
H (-4.11, -6.51, 3.39)  0.04
H (-2.61, -7.26, 2.76)  0.11
H (-4.09, -7.20, 1.75)  0.09
C (-6.93, -4.73, 5.34)  0.05
N (-5.74, -5.04, 4.50)  -0.44
O (-5.89, -5.05, 3.29)  0.06
O (-4.70, -5.26, 5.08)  0.07
H (-7.78, -4.55, 4.68)  0.09
H (-7.10, -5.58, 5.98)  0.10
H (-6.69, -3.84, 5.92)  0.10
C (-3.80, 8.33, -1.35)  0.06
N (-3.75, 6.92, -1.83)  -0.40
O (-2.68, 6.37, -1.88)  -0.11
O (-4.81, 6.41, -2.14)  -0.03
H (-2.79, 8.65, -1.11)  0.09
H (-4.22, 8.93, -2.16)  0.10
H (-4.44, 8.35, -0.47)  0.08
C (-7.33, 1.03, -3.44)  0.04
N (-8.54, 1.04, -4.30)  -0.45
O (-8.75, 2.03, -4.97)  0.06
O (-9.23, 0.04, -4.29)  0.06
H (-6.81, 1.97, -3.55)  0.09
H (-7.66, 0.88, -2.41)  0.10
H (-6.70, 0.20, -3.76)  0.09

Calculated values
HOMO-LUMO gap	5.19	eV
charge	-1
lowest unoccupied orbital energy	0.5	eV
highest occupied orbital energy	-0.174	Ha


Q: Which of these has the lowest charge?
A: C37H91BN17O32


Q: Number 1 is which compound?
A: C37H90N6O15Sr2